1.
180
Properties=species:S:1:pos:R:3:lowdin_charge:R:1 method="wB97M-V/def2-TZVPD" smiles="COC[C@H](C)N.COC[C@H](C)N.COC[C@H](C)N.COC[C@H](C)N.COCCNCCOC.COCCNCCOC.COCCNCCOC.NC(N)=O.NC(N)=O.NC(N)=O.NC(N)=O.NC(N)=O" largest_force_ev_per_a=2.96 multiplicity=1 charge=0 gap_ha=0.31166 homo_energy_ev=-8.5 lumo_ha=-0.00088
C 5.830 1.674 -2.665 -0.049
C 6.542 0.330 -3.024 -0.412
C 7.185 -0.238 -1.784 -0.204
O 7.733 -1.535 -1.976 -0.239
C 9.129 -1.731 -2.124 -0.076
N 5.504 -0.544 -3.628 0.042
H 4.936 1.483 -2.076 0.057
H 5.610 2.226 -3.576 0.072
H 6.605 2.245 -2.148 0.075
H 7.214 0.551 -3.855 0.136
H 6.406 -0.494 -1.057 0.123
H 7.867 0.490 -1.333 0.126
H 9.539 -2.302 -1.286 0.084
H 9.605 -0.770 -2.310 0.092
H 9.270 -2.433 -2.950 0.086
H 4.714 -0.768 -3.026 0.025
H 5.976 -1.446 -3.508 0.053
C -1.594 -0.650 0.781 -0.043
C -0.954 0.241 -0.250 -0.412
C 0.271 -0.206 -1.023 -0.129
O 1.366 -0.328 -0.089 -0.227
C 2.621 -0.070 -0.666 -0.110
N -1.995 0.633 -1.215 0.049
H -1.007 -1.107 1.584 0.066
H -2.016 -1.561 0.327 0.075
H -2.495 -0.261 1.260 0.077
H -0.855 1.255 0.162 0.106
H 0.501 0.440 -1.868 0.106
H 0.192 -1.263 -1.302 0.135
H 2.820 -0.607 -1.599 0.074
H 3.394 -0.405 0.025 0.082
H 2.818 0.986 -0.886 0.070
H -2.816 0.898 -0.670 0.053
H -2.384 -0.283 -1.478 0.068
C 6.875 1.663 1.978 -0.061
C 6.845 3.099 2.442 -0.425
C 5.419 3.697 2.269 -0.212
O 5.070 3.640 0.898 -0.166
C 3.696 3.459 0.639 -0.100
N 7.121 3.111 3.883 0.030
H 6.597 1.625 0.920 0.063
H 6.166 1.011 2.491 0.067
H 7.887 1.257 1.977 0.083
H 7.506 3.737 1.851 0.141
H 5.217 4.633 2.803 0.125
H 4.826 3.032 2.921 0.115
H 3.533 3.096 -0.380 0.062
H 3.085 4.350 0.781 0.062
H 3.327 2.584 1.189 0.083
H 6.730 3.991 4.213 0.064
H 6.539 2.401 4.317 0.066
C -1.681 -4.117 4.069 -0.049
C -2.867 -4.719 3.334 -0.418
C -3.402 -3.766 2.229 -0.200
O -3.561 -2.433 2.685 -0.209
C -4.539 -2.311 3.688 -0.110
N -2.360 -5.939 2.667 0.015
H -0.930 -3.736 3.369 0.071
H -1.223 -4.659 4.890 0.089
H -2.018 -3.153 4.468 0.059
H -3.631 -5.163 3.974 0.138
H -4.361 -4.198 1.934 0.115
H -2.639 -3.757 1.453 0.113
H -4.151 -2.729 4.624 0.082
H -5.452 -2.876 3.468 0.094
H -4.840 -1.283 3.880 0.085
H -3.051 -6.308 2.015 0.060
H -1.580 -5.709 2.055 0.061
C -6.562 -1.074 -6.088 -0.098
O -5.790 -1.596 -5.014 -0.177
C -4.992 -0.670 -4.345 -0.241
C -5.722 0.054 -3.225 -0.183
N -4.821 0.623 -2.197 -0.041
C -5.601 1.391 -1.215 -0.210
C -6.334 0.610 -0.171 -0.237
O -7.439 -0.100 -0.688 -0.195
C -8.181 -0.943 0.143 -0.116
H -7.250 -0.292 -5.742 0.083
H -7.235 -1.902 -6.299 0.092
H -5.996 -0.608 -6.896 0.084
H -4.564 0.028 -5.085 0.090
H -4.042 -1.083 -3.988 0.119
H -6.271 -0.738 -2.712 0.113
H -6.458 0.802 -3.536 0.120
H -4.305 1.365 -2.672 0.070
H -6.373 1.996 -1.719 0.123
H -4.970 2.154 -0.753 0.105
H -6.627 1.244 0.678 0.122
H -5.667 -0.081 0.369 0.114
H -8.618 -1.748 -0.440 0.093
H -8.988 -0.326 0.573 0.086
H -7.756 -1.293 1.092 0.084
C -3.556 2.718 2.518 -0.107
O -2.927 2.968 1.280 -0.219
C -2.727 4.348 1.024 -0.209
C -2.385 4.550 -0.467 -0.178
N -1.051 4.033 -0.754 -0.050
C -0.605 4.538 -2.048 -0.192
C 0.857 4.090 -2.261 -0.233
O 1.452 4.812 -3.308 -0.181
C 2.548 4.169 -3.914 -0.106
H -2.951 2.967 3.389 0.091
H -3.826 1.659 2.564 0.077
H -4.567 3.142 2.507 0.089
H -1.901 4.720 1.634 0.101
H -3.642 4.929 1.181 0.121
H -2.379 5.603 -0.740 0.121
H -3.072 3.947 -1.075 0.118
H -1.042 3.033 -0.915 0.071
H -0.544 5.627 -2.069 0.123
H -1.185 4.138 -2.887 0.113
H 0.794 3.030 -2.565 0.091
H 1.500 4.026 -1.376 0.109
H 2.824 4.585 -4.880 0.087
H 2.413 3.085 -3.996 0.081
H 3.376 4.357 -3.214 0.087
C 1.263 4.816 2.575 -0.082
O 1.532 3.453 2.870 -0.193
C 0.488 2.559 2.483 -0.214
C 0.648 1.247 3.189 -0.201
N 0.811 1.494 4.636 -0.025
C 1.100 0.194 5.275 -0.188
C 0.134 -0.997 5.099 -0.247
O -0.016 -1.940 6.122 -0.169
C -0.603 -1.401 7.287 -0.110
H 0.266 5.055 2.198 0.073
H 1.859 5.070 1.690 0.057
H 1.538 5.418 3.437 0.093
H 0.500 2.360 1.402 0.105
H -0.531 2.943 2.599 0.106
H 1.589 0.834 2.784 0.087
H -0.090 0.480 2.961 0.102
H 1.528 2.197 4.734 0.098
H 1.046 0.382 6.351 0.103
H 2.112 -0.141 5.022 0.101
H 0.339 -1.486 4.145 0.086
H -0.841 -0.523 4.890 0.120
H -0.823 -2.257 7.930 0.088
H -1.529 -0.844 7.132 0.094
H 0.145 -0.860 7.874 0.081
C 2.825 -1.857 3.035 -0.689
O 3.213 -2.650 3.893 0.016
N 1.797 -2.138 2.169 0.174
N 3.460 -0.697 2.762 0.165
H 1.164 -2.891 2.354 0.089
H 1.716 -1.600 1.310 0.061
H 4.306 -0.405 3.206 0.100
H 2.993 -0.122 2.084 0.052
C -5.181 -4.638 -0.800 -0.676
O -6.215 -5.204 -0.463 0.009
N -4.048 -5.320 -1.099 0.146
N -4.934 -3.281 -0.718 0.174
H -3.208 -4.826 -1.363 0.042
H -3.894 -6.282 -0.863 0.097
H -5.613 -2.626 -0.375 0.086
H -4.079 -2.908 -1.085 0.069
C -2.200 1.678 -4.747 -0.662
O -3.032 2.409 -4.221 0.016
N -1.017 1.275 -4.212 0.170
N -2.381 1.183 -6.023 0.141
H -0.837 1.440 -3.234 0.049
H -0.464 0.618 -4.722 0.088
H -1.553 0.975 -6.544 0.090
H -3.291 1.376 -6.403 0.098
C -1.239 -3.886 -3.380 -0.650
O -2.122 -3.599 -2.569 0.003
N -0.615 -2.864 -4.040 0.154
N -0.676 -5.100 -3.624 0.167
H -1.026 -2.000 -3.708 0.087
H 0.235 -2.855 -4.566 0.099
H 0.083 -5.194 -4.267 0.099
H -1.202 -5.883 -3.274 0.109
C 4.341 -3.538 -1.571 -0.658
O 3.917 -2.694 -2.365 -0.012
N 3.632 -4.628 -1.196 0.160
N 5.504 -3.359 -0.890 0.182
H 4.026 -5.384 -0.670 0.098
H 2.702 -4.751 -1.551 0.098
H 6.159 -2.670 -1.225 0.066
H 5.763 -4.030 -0.193 0.101


2.
92
Properties=species:S:1:pos:R:3:lowdin_charge:R:1 method="wB97M-V/def2-TZVPD" largest_force_ev_per_a=1.44 multiplicity=1 charge=+4 gap_ha="0.22236 / 0.22256" homo_energy_ev="-18.1 / -18.1" lumo_ha="-0.44375 / -0.44356"
W -0.131 0.244 1.193 1.432
C 2.815 0.772 1.489 -0.055
N 3.110 0.350 0.133 -0.109
C 4.030 1.213 -0.624 0.001
C 2.392 -0.630 -0.436 -0.335
N 1.144 -0.905 0.085 -0.045
C 0.594 -2.230 0.028 -0.248
C 1.303 -3.423 0.013 -0.019
C 0.631 -4.627 -0.113 -0.027
C -0.752 -4.639 -0.245 -0.018
C -1.473 -3.457 -0.150 -0.007
C -0.801 -2.261 0.052 -0.212
N -1.419 -0.981 0.338 -0.098
C -2.830 -0.894 0.374 -0.345
N -3.410 -0.008 -0.416 -0.091
C -4.727 0.589 -0.120 0.008
C -2.835 0.413 -1.704 -0.002
N -3.509 -1.656 1.218 -0.100
C -2.906 -2.336 2.375 -0.005
C -4.892 -2.117 0.952 0.016
N 2.844 -1.266 -1.505 -0.102
C 1.962 -1.856 -2.525 0.013
C 4.280 -1.528 -1.733 0.014
H 3.649 1.344 1.892 0.120
H 2.646 -0.087 2.132 0.087
H 1.947 1.458 1.507 0.040
H 3.755 2.252 -0.438 0.102
H 3.942 1.018 -1.687 0.095
H 5.063 1.066 -0.314 0.113
H 2.385 -3.412 0.076 0.131
H 1.187 -5.555 -0.130 0.131
H -1.276 -5.573 -0.403 0.132
H -2.552 -3.484 -0.235 0.123
H -4.961 0.481 0.935 0.100
H -5.520 0.151 -0.723 0.112
H -4.661 1.648 -0.362 0.106
H -3.352 -0.097 -2.517 0.118
H -1.778 0.177 -1.752 0.061
H -2.984 1.485 -1.815 0.096
H -1.874 -2.041 2.529 0.075
H -2.937 -3.413 2.221 0.109
H -3.497 -2.098 3.259 0.115
H -5.209 -1.846 -0.048 0.095
H -5.587 -1.718 1.688 0.116
H -4.890 -3.203 1.028 0.113
H 0.953 -1.462 -2.437 0.094
H 1.936 -2.941 -2.440 0.105
H 2.367 -1.592 -3.500 0.115
H 4.874 -1.212 -0.882 0.098
H 4.625 -1.030 -2.638 0.112
H 4.401 -2.603 -1.863 0.115
C -1.123 -0.796 7.058 0.006
O -0.092 -0.550 6.071 -0.094
C 0.735 -1.574 5.763 -0.235
C 0.410 -2.916 5.927 0.019
C 1.336 -3.897 5.613 -0.014
C 2.606 -3.569 5.137 -0.039
C 2.941 -2.243 4.982 -0.003
C 2.004 -1.254 5.276 -0.153
N 2.446 0.110 5.251 0.182
C 1.855 1.220 4.972 0.054
C 0.580 1.504 4.333 -0.128
C 0.047 2.757 4.600 0.050
C -1.230 3.138 4.168 -0.011
C -2.008 2.224 3.508 -0.039
C -1.496 0.948 3.178 -0.137
C -0.178 0.617 3.534 -0.396
O 0.355 -0.498 2.958 -0.183
H -1.412 0.178 7.438 0.105
H -0.731 -1.405 7.870 0.114
H -1.979 -1.287 6.597 0.099
H -0.558 -3.191 6.321 0.126
H 1.073 -4.936 5.764 0.131
H 3.330 -4.343 4.926 0.126
H 3.937 -1.960 4.658 0.129
H 3.374 0.231 5.652 0.194
H 2.418 2.096 5.282 0.166
H 0.622 3.448 5.209 0.146
H -1.619 4.116 4.419 0.138
H -3.037 2.462 3.267 0.136
H -2.184 0.153 2.919 0.100
C -0.123 5.526 0.019 -0.033
N 0.243 4.543 -1.019 0.004
C 0.156 3.238 -0.945 -0.714
N 0.554 2.482 -1.966 0.155
S -0.561 2.542 0.506 0.709
H 0.210 6.499 -0.330 0.111
H 0.378 5.290 0.954 0.083
H -1.201 5.549 0.162 0.099
H 0.577 4.930 -1.893 0.173
H 0.896 2.881 -2.829 0.145
H 0.426 1.486 -1.933 0.082